Computed, not measured: the ion C7H13N2 with charge +1 at a distorted geometry, with the ωB97M-V functional and the def2-TZVPD basis.

Its LUMO energy (spin up / spin down) is -3.3 / -8.4 eV. The value obtained for the total energy is -10437.90358 eV. The spin multiplicity is 3. For the molar mass, the calculation gives 125.2 g/mol. The charge is +1. The HOMO-LUMO gap (spin up / spin down) is 8.41 / 6.82 eV. The HOMO energy (spin up / spin down) is -11.7 / -15.2 eV. As for the relative energy (zero: lowest compared OMol25 entry of this formula, charge and spin): 1.558 eV.

Geometry as XYZ:
```
22
Properties=species:S:1:pos:R:3:mulliken_charge:R:1
C 0.925 1.354 0.526 -0.346
C 2.584 -0.156 -0.030 -0.220
C 0.416 -1.096 0.474 -0.749
C -0.135 0.464 -0.065 0.658
C -0.009 0.491 -1.621 -1.161
C -2.378 -0.457 0.489 -0.995
C -1.483 0.711 0.597 -1.066
N 2.166 1.049 0.323 -0.072
N 1.912 -1.212 0.292 -0.119
H 0.727 2.451 0.787 0.408
H 3.563 -0.062 -0.601 0.366
H 0.064 -1.345 1.415 0.434
H -0.004 -1.794 -0.258 0.447
H -0.719 -0.180 -2.032 0.382
H 0.923 0.035 -1.787 0.442
H 0.024 1.553 -2.066 0.327
H -3.432 -0.032 0.438 0.309
H -2.186 -1.084 1.372 0.335
H -1.964 -0.942 -0.377 0.240
H -1.272 0.895 1.618 0.491
H -1.962 1.605 0.300 0.564
H 2.240 -2.248 0.207 0.326
```

---

Computed, not measured: a cluster of 2 separate species, C3H12NOS in total at a distorted geometry, with the ωB97M-V functional and the def2-TZVPD basis.

Its LUMO energy is -4.0 eV. The value obtained for the total energy is -17669.62437 eV. For the molar mass, the calculation gives 110.2 g/mol. The charge is +1. The HOMO-LUMO gap is 8.91 eV. The HOMO energy is -12.9 eV. As for the relative energy (zero: lowest compared OMol25 entry of this formula, charge and spin): 2.828 eV.

Geometry as XYZ:
```
18
Properties=species:S:1:pos:R:3:mulliken_charge:R:1
C 0.616 0.843 -0.839 -0.696
C 0.208 -0.241 -1.876 -0.306
C 0.270 -1.638 -1.320 -0.805
S -1.505 -2.270 -0.863 -0.207
N -0.400 0.848 0.356 -0.309
H 1.675 1.048 -0.448 0.315
H 0.269 1.686 -1.368 0.399
H 0.884 -0.074 -2.757 0.366
H -0.737 0.048 -2.332 0.376
H 0.671 -1.521 -0.277 0.352
H 0.560 -2.422 -1.970 0.350
H -2.027 -2.171 0.400 0.137
H -0.009 1.633 1.046 0.349
H -1.400 1.036 0.214 0.379
H -0.332 -0.071 0.791 0.287
H 1.121 0.609 3.861 0.336
H -0.065 1.817 3.511 0.334
O 0.202 0.838 3.872 -0.656
```

---

Computed, not measured: a cluster of 2 separate species, CH4NO3 in total, with the ωB97M-V functional and the def2-TZVPD basis.

Its LUMO energy is 4.3 eV. The value obtained for the total energy is -8736.89706 eV. For the molar mass, the calculation gives 78.0 g/mol. The charge is -1. The HOMO-LUMO gap is 8.75 eV. The HOMO energy is -4.4 eV. As for the relative energy (zero: lowest compared OMol25 entry of this formula, charge and spin): 0.046 eV.

Geometry as XYZ:
```
9
Properties=species:S:1:pos:R:3:mulliken_charge:R:1
N 1.521 0.867 -0.019 -0.552
C 0.905 -0.252 0.679 0.520
O -0.282 -0.480 0.346 -0.765
O 1.607 -0.820 1.521 -0.713
H 0.813 1.566 -0.199 0.219
H 2.225 1.258 0.600 0.227
H -2.205 -0.803 -1.739 0.267
H -1.911 -0.642 -0.283 0.511
O -2.673 -0.694 -0.906 -0.715
```

---

Computed, not measured: a cluster of 2 separate species, C2H7S2 in total at a distorted geometry, with the ωB97M-V functional and the def2-TZVPD basis.

Its LUMO energy is 3.4 eV. The value obtained for the total energy is -23857.22250 eV. For the molar mass, the calculation gives 95.2 g/mol. The charge is -1. The HOMO-LUMO gap is 5.48 eV. The HOMO energy is -2.1 eV. As for the relative energy (zero: lowest compared OMol25 entry of this formula, charge and spin): 1.993 eV.

Geometry as XYZ:
```
11
Properties=species:S:1:pos:R:3:mulliken_charge:R:1
C 1.618 -0.286 -0.353 -0.704
S 1.287 1.237 -1.206 -0.284
H 2.709 -0.504 -0.308 0.326
H 1.104 -1.182 -0.785 0.250
H 1.529 0.076 0.690 0.237
H -0.133 1.207 -1.046 0.099
C -1.686 0.119 0.580 -0.803
S -0.744 -1.368 1.342 -0.733
H -1.566 -0.051 -0.446 0.080
H -1.359 1.031 0.982 0.297
H -2.759 -0.280 0.550 0.236
```

---

Computed, not measured: a cluster of 2 separate species, C3H12NOSi in total at a distorted geometry, with the ωB97M-V functional and the def2-TZVPD basis.

Its LUMO energy is -5.0 eV. The value obtained for the total energy is -14712.56650 eV. For the molar mass, the calculation gives 106.2 g/mol. The charge is +1. The HOMO-LUMO gap is 8.11 eV. The HOMO energy is -13.1 eV. As for the relative energy (zero: lowest compared OMol25 entry of this formula, charge and spin): 2.197 eV.

Geometry as XYZ:
```
18
Properties=species:S:1:pos:R:3:mulliken_charge:R:1
C 2.009 2.866 -0.178 -0.511
C 0.414 -0.369 -1.927 -0.948
C -2.462 -2.058 1.144 -0.933
N -1.221 -1.278 1.167 -0.534
O 1.797 1.500 0.107 -0.059
Si 1.395 0.084 -0.429 0.521
H 1.647 3.611 0.525 0.270
H 1.587 3.154 -1.183 0.270
H 3.060 3.052 -0.256 0.291
H -0.511 -0.963 -1.797 0.317
H 0.200 0.509 -2.466 0.373
H 0.933 -1.012 -2.659 0.367
H -3.210 -1.874 0.422 0.331
H -2.998 -2.005 2.142 0.323
H 1.995 -0.586 0.771 0.050
H -1.506 -0.303 1.073 0.275
H -0.850 -1.202 2.201 0.273
H -2.279 -3.126 1.343 0.323
```

---

Computed, not measured: a structure of composition C19H18GaN4O3 at a distorted geometry, with the ωB97M-V functional and the def2-TZVPD basis.

Its LUMO energy is -3.4 eV. The value obtained for the total energy is -84468.12984 eV. For the molar mass, the calculation gives 420.1 g/mol. The charge is +1. The HOMO-LUMO gap is 7.46 eV. The HOMO energy is -10.9 eV.

Geometry as XYZ:
```
45
Properties=species:S:1:pos:R:3:mulliken_charge:R:1
Ga 0.378 -0.083 -0.750 0.190
C 2.916 -5.061 -1.748 -0.954
O 2.541 -3.736 -1.283 -0.370
C 2.111 -3.578 -0.035 0.493
C 2.135 -4.482 0.974 -0.327
C 1.697 -4.295 2.267 -0.991
C 1.080 -3.088 2.543 -0.821
C 1.114 -2.039 1.607 0.473
C 0.687 -0.697 2.027 -0.245
N 0.173 0.188 1.158 0.738
N -0.012 1.504 1.444 -0.933
C 0.126 2.264 0.386 0.028
O 0.203 1.768 -0.816 -0.489
C 0.039 3.767 0.510 0.812
C -0.284 4.418 1.666 -0.267
C -0.421 5.795 1.615 -0.571
C -0.235 6.522 0.448 -0.395
C 0.139 5.877 -0.706 -0.730
C 0.153 4.465 -0.687 -0.258
C 1.614 -2.241 0.248 0.708
O 1.707 -1.296 -0.652 -0.680
H 3.292 -5.084 -2.741 0.273
H 1.993 -5.652 -1.782 0.398
H 3.753 -5.502 -1.220 0.345
H 2.547 -5.409 0.678 0.403
H 1.732 -5.032 3.052 0.410
H 0.662 -2.954 3.487 0.535
H 0.805 -0.330 3.037 0.517
H -0.564 3.957 2.581 0.463
H -0.519 6.338 2.538 0.378
H -0.280 7.570 0.519 0.431
H 0.239 6.388 -1.659 0.389
H 0.110 3.878 -1.661 0.239
C -2.667 1.591 -1.302 -0.900
C -2.386 0.121 -1.463 0.561
N -1.311 -0.646 -1.523 0.197
C -1.651 -1.955 -1.528 -0.301
C -2.990 -2.040 -1.433 -0.555
N -3.420 -0.763 -1.478 -0.062
H -2.421 1.802 -0.175 0.200
H -3.796 1.808 -1.600 0.390
H -2.072 2.146 -1.976 0.275
H -0.938 -2.788 -1.805 0.394
H -3.631 -2.868 -1.406 0.455
H -4.348 -0.547 -1.357 0.149
```

---

Q: What is the molar mass in the first record?
A: 125.2 g/mol

---

Q: What is the formula in the third record?
A: CH4NO3